Computed, not measured: a gas-phase ion, C4H10S2 (charge +1) at a distorted geometry, with ωB97M-V with the def2-TZVPD basis set.

Positions of all 16 atoms, in Å:
1 C -3.09 -0.41 -0.88
2 C -1.75 -0.82 -1.46
3 S -0.51 0.49 -1.09
4 S 1.03 -0.50 -0.12
5 C 1.84 0.89 0.70
6 C 2.97 0.37 1.63
7 H -3.89 -0.38 -1.64
8 H -3.45 -1.17 -0.19
9 H -3.06 0.56 -0.38
10 H -1.40 -1.73 -0.95
11 H -1.71 -0.98 -2.54
12 H 1.02 1.18 1.38
13 H 2.24 1.66 0.04
14 H 3.58 1.21 1.95
15 H 2.51 -0.13 2.48
16 H 3.67 -0.24 1.06

* energy above the lowest of the compared OMol25 structures with the same formula, charge and spin: 4.8 kcal/mol
* max |F|: 1.85 eV/Å
* highest occupied orbital energy (alpha / beta): -14.35 / -15.46 eV
* net charge: +1
* multiplicity: 2
* LUMO energy (alpha / beta): -4.480 / -7.465 eV
* E: -954.4761 a.u.



Computed, not measured: a molecular structure, C32H40GeN4O2Tc at a distorted geometry, with ωB97M-V with the def2-TZVPD basis set.

Positions of all 80 atoms, in Å:
1 Tc 1.68 0.94 0.59
2 C -5.44 -4.53 -2.56
3 O -4.57 -4.26 -1.48
4 C -3.29 -4.70 -1.57
5 C -2.49 -4.47 -0.45
6 C -1.16 -4.84 -0.46
7 C -0.61 -5.49 -1.57
8 C -1.44 -5.78 -2.64
9 C -2.76 -5.37 -2.67
10 N 0.74 -5.92 -1.68
11 N 1.67 -5.49 -0.96
12 C 1.93 -4.16 -0.54
13 C 2.77 -4.07 0.54
14 C 3.13 -2.85 1.15
15 C 2.69 -1.67 0.63
16 O 2.97 -0.46 1.09
17 C 1.86 -1.73 -0.54
18 N 1.48 -0.51 -1.00
19 C 0.81 -0.43 -2.13
20 C 0.47 -1.57 -2.86
21 C 0.80 -2.81 -2.38
22 C 1.50 -2.94 -1.16
23 H -6.42 -4.19 -2.25
24 H -5.48 -5.60 -2.79
25 H -5.14 -3.98 -3.46
26 H -2.93 -4.00 0.41
27 H -0.55 -4.68 0.42
28 H -1.02 -6.34 -3.48
29 H -3.36 -5.57 -3.54
30 H 3.14 -5.01 0.94
31 H 3.76 -2.84 2.03
32 H 0.54 0.57 -2.46
33 H -0.07 -1.47 -3.79
34 H 0.54 -3.69 -2.96
35 C -0.95 -1.01 0.99
36 C -1.89 -0.34 1.99
37 C -3.03 0.35 1.22
38 C -1.27 0.67 2.94
39 C -1.70 0.62 4.27
40 C -1.41 1.63 5.16
41 C -0.80 2.78 4.69
42 C -0.35 2.88 3.37
43 C 0.13 4.24 2.88
44 C 1.64 4.33 2.65
45 C -0.64 4.64 1.62
46 C -0.46 1.75 2.54
47 N 0.34 1.69 1.38
48 H -1.47 -1.81 0.47
49 H -0.08 -1.45 1.49
50 H -0.62 -0.29 0.25
51 H -2.33 -1.13 2.61
52 H -2.62 1.13 0.57
53 H -3.73 0.82 1.91
54 H -3.57 -0.37 0.60
55 H -2.29 -0.23 4.59
56 H -1.71 1.56 6.20
57 H -0.66 3.63 5.34
58 H -0.13 4.95 3.67
59 H 1.95 3.69 1.83
60 H 2.19 4.04 3.55
61 H 1.91 5.36 2.40
62 H -0.34 4.02 0.77
63 H -0.44 5.69 1.37
64 H -1.71 4.53 1.76
65 C 1.83 5.36 -1.00
66 Ge 2.38 3.66 -1.78
67 C 4.07 4.03 -2.71
68 C 1.12 3.14 -3.18
69 C 2.84 2.33 -0.44
70 H 1.69 6.09 -1.80
71 H 2.61 5.72 -0.33
72 H 0.90 5.28 -0.44
73 H 3.94 4.80 -3.47
74 H 4.45 3.13 -3.20
75 H 4.83 4.38 -2.00
76 H 1.10 3.93 -3.93
77 H 0.10 3.00 -2.81
78 H 1.44 2.21 -3.68
79 H 3.49 2.84 0.27
80 H 3.49 1.62 -0.98

* energy above the lowest of the compared OMol25 structures with the same formula, charge and spin: 0.0 kcal/mol
* max |F|: 2.18 eV/Å
* highest occupied orbital energy (alpha / beta): -7.31 / -7.37 eV
* multiplicity: 2
* LUMO energy (alpha / beta): -0.964 / -0.990 eV
* E: -3770.4795 a.u.



Computed, not measured: a gas-phase ion, C2HClNO2 (charge -1) at a distorted geometry, with ωB97M-V with the def2-TZVPD basis set.

Positions of all 7 atoms, in Å:
1 C -0.13 -0.10 0.31
2 C 0.41 0.57 -1.02
3 N -0.39 -1.25 0.35
4 O -0.14 0.02 -1.95
5 O 1.42 1.27 -0.92
6 Cl -0.57 1.07 1.97
7 H -0.60 -1.58 1.26

* energy above the lowest of the compared OMol25 structures with the same formula, charge and spin: 32.6 kcal/mol
* max |F|: 4.66 eV/Å
* highest occupied orbital energy: -4.93 eV
* net charge: -1
* LUMO energy: 3.815 eV
* E: -742.2896 a.u.
* SMILES string: [H]/N=C(\Cl)C(=O)[O-]



> Which value of E does entry 2 give?

-3770.4795 a.u.